[1]
Computed, not measured: a cluster of 2 separate species, C4H8N2O in total, with ωB97M-V with the def2-TZVPD basis set.

```
15
Properties=species:S:1:pos:R:3:forces:R:3
N 1.6819 -0.4817 -1.2394 0.2 0.0 0.1
C 1.1945 -0.4048 0.0651 0.1 0.3 0.0
O 0.4719 -1.5304 0.3478 -0.1 0.1 0.1
C 1.3326 0.6312 0.8965 0.0 -0.1 -0.1
N -1.5085 1.1241 0.7104 -0.4 -0.3 0.1
C -2.1264 0.0358 0.6327 0.0 0.3 0.1
C -1.7786 0.5499 -0.6740 0.0 0.0 -0.4
H 1.8064 -1.4408 -1.5353 0.0 0.1 0.0
H 2.5163 0.0697 -1.3843 -0.1 -0.1 0.0
H 0.8818 0.6225 1.8804 0.1 0.0 -0.2
H 1.8039 1.5485 0.5639 0.1 -0.2 0.0
H -0.2646 -1.2731 0.9179 0.3 -0.1 0.1
H -2.5712 -0.6908 1.3038 0.0 0.1 -0.1
H -0.9234 0.1523 -1.2196 -0.1 0.1 0.1
H -2.5165 1.0877 -1.2658 0.1 -0.1 0.1
```
Forces are in eV/Å.

As for the relative energy (zero: lowest compared OMol25 entry of this formula, charge and spin): 3.953 eV. Its charge is 0. As for the HOMO-LUMO gap: 9.01 eV. Its total energy is -341.858389 Eh. The highest occupied orbital energy comes out at -8.112 eV. Its SMILES is C=C(N)O.C1=NC1.

***

[2]
Computed, not measured: a cluster of 2 separate species, C4H8N2O in total, with ωB97M-V with the def2-TZVPD basis set.

```
15
Properties=species:S:1:pos:R:3:forces:R:3
N 1.4020 -0.3736 -1.1113 0.1 0.0 0.1
C 1.2088 -0.6221 0.2433 0.1 0.3 0.1
O 0.8486 -1.9237 0.4161 -0.1 0.0 0.2
C 1.3085 0.2784 1.2301 0.0 -0.1 -0.1
N -1.8287 1.7703 0.0039 -0.1 -0.4 0.3
C -2.0081 0.5969 0.3992 0.1 0.4 0.0
C -1.9590 0.6657 -1.0430 0.0 -0.2 -0.4
H 1.7564 -1.1797 -1.6106 -0.1 0.1 0.1
H 1.9428 0.4597 -1.2969 -0.1 -0.1 0.0
H 1.0646 0.0138 2.2538 0.0 0.0 -0.2
H 1.5918 1.3045 1.0249 -0.1 -0.2 0.0
H 0.7141 -2.0781 1.3592 0.0 0.0 -0.1
H -2.1093 0.0460 1.3269 0.0 0.1 -0.1
H -1.0507 0.3782 -1.5717 -0.2 0.1 0.1
H -2.8818 0.6636 -1.6239 0.2 0.0 0.1
```
Forces are in eV/Å.

As for the relative energy (zero: lowest compared OMol25 entry of this formula, charge and spin): 3.783 eV. Its charge is 0. As for the HOMO-LUMO gap: 9.03 eV. Its total energy is -341.864640 Eh. The highest occupied orbital energy comes out at -8.319 eV. Its SMILES is C=C(N)O.C1=NC1.

***

[3]
Computed, not measured: an isolated molecule of C4H8N2O, with ωB97M-V with the def2-TZVPD basis set.

```
15
Properties=species:S:1:pos:R:3:forces:R:3
C 0.6224 0.3299 -2.3202 0.1 0.0 -0.1
N -0.2881 0.5491 -1.1841 -0.2 0.3 -0.1
C 0.1244 0.2297 0.2457 0.1 0.5 0.2
N 0.8576 1.1508 0.6690 -0.3 -0.4 0.1
C -0.9180 -0.5143 1.0250 -0.3 -0.2 0.1
O -2.0725 -0.3882 0.6572 0.5 -0.3 0.0
C -0.5261 -1.2242 2.2839 0.0 -0.1 0.0
H 0.3764 -0.5367 -2.9372 0.0 0.0 0.2
H 1.6465 0.2544 -1.9442 -0.2 0.0 0.0
H 0.5544 1.2325 -2.9342 0.1 -0.3 -0.1
H -1.2647 0.3014 -1.3602 0.1 0.6 -0.1
H 0.2229 1.5362 -0.6171 -0.1 0.1 -0.1
H -0.4110 -0.5167 3.1121 0.0 0.0 -0.2
H -1.3147 -1.9386 2.5291 0.1 0.1 0.0
H 0.4317 -1.7251 2.1307 -0.1 0.0 0.1
```
Forces are in eV/Å.

As for the relative energy (zero: lowest compared OMol25 entry of this formula, charge and spin): 4.572 eV. Its charge is 0. As for the HOMO-LUMO gap: 9.07 eV. Its total energy is -341.835643 Eh. The highest occupied orbital energy comes out at -8.505 eV.